[1]
Below is a molecular structure, C17H17Cl2F3N4O3Ru, with properties calculated with ωB97M-V/def2-TZVPD.

Structure (ORCA input):
```
! wB97M-V def2-TZVPD RIJCOSX def2/J DEFGRID3
* xyz 2 5
Ru -0.9865 0.0220 -0.0764
O 2.7696 -0.9527 0.7820
C 1.6039 -0.7219 0.7970
N 0.9049 -0.0035 -0.2360
C 1.4388 0.2778 -1.5030
O 2.5308 0.1039 -1.9166
C 0.2530 0.9531 -2.4130
C 0.8696 1.8762 -3.3965
C 0.7285 3.2219 -3.2591
C -0.0916 3.7415 -2.2468
C -0.7502 2.8596 -1.3687
N -0.6410 1.5597 -1.4416
C 0.7228 -1.1733 1.9229
C 1.3559 -1.8099 2.9783
C 0.6008 -2.2525 4.0437
C -0.7700 -2.0415 3.9936
C -1.3218 -1.4221 2.8945
N -0.5963 -0.9755 1.8494
H 1.4656 1.4334 -4.1837
H 1.2328 3.8916 -3.9423
H -0.2133 4.8060 -2.1143
H -1.3793 3.2517 -0.5767
H 2.4295 -1.9275 2.9337
H 1.0600 -2.7475 4.8886
H -1.4185 -2.3520 4.8004
H -2.3967 -1.3168 2.8747
F -1.7347 -0.4380 -2.4839
C -0.5275 -0.1983 -3.1383
F -0.8444 0.1118 -4.3789
F 0.1389 -1.3412 -3.1332
Cl -3.0008 2.3526 1.6379
C -3.1958 0.8520 1.0596
Cl -3.4816 -0.5877 0.6135
H -4.5738 -0.2633 -0.2090
H -4.7909 -0.7993 1.1362
C -3.8376 -4.2418 -0.7492
N -2.8751 -3.1228 -0.5784
C -3.2358 -1.9770 -0.0316
C -1.5275 -3.2842 -0.9607
O -0.6698 -2.4537 -0.7848
H -4.8391 -3.8294 -0.8059
H -3.7613 -4.9263 0.0931
H -3.6052 -4.7649 -1.6740
H -3.6599 -1.0958 1.8963
H -3.0740 -0.1052 -0.5148
H -2.3434 -0.8065 1.1839
H -1.3416 -4.2535 -1.4374
*
```

The HOMO-LUMO gap (alpha / beta) comes out at 6.650 / 5.930 eV. As for the HOMO energy (alpha / beta): -0.5278 / -0.5357 Ha. The calculation puts the energy above the lowest of the compared OMol25 structures with the same formula, charge and spin at 28.086 eV.


[2]
Below is a single C17H17ClN2O2 molecule, with properties calculated with ωB97M-V/def2-TZVPD.

Structure (ORCA input):
```
! wB97M-V def2-TZVPD RIJCOSX def2/J DEFGRID3
* xyz 0 1
C -1.6090 -0.3889 2.5371
C -2.3032 -0.2601 1.2164
C -3.3706 -1.1019 0.9243
C -4.0479 -1.0043 -0.2738
C -3.6786 -0.0458 -1.2018
C -2.6188 0.8086 -0.9465
C -1.9220 0.6804 0.2606
N -0.8454 1.5753 0.5061
C 0.4851 1.3430 0.5150
O 1.2763 2.2337 0.7367
C 0.9244 -0.1075 0.2223
N 0.2250 -0.6507 -0.9204
C -0.4139 -1.8341 -0.8626
O -0.4998 -2.5258 0.1193
H -0.8733 -2.1041 -1.8303
H 0.2587 -0.1344 -1.7840
C 2.4301 -0.1584 0.0909
C 3.0643 -0.4345 -1.1114
C 4.4457 -0.4457 -1.1965
C 5.1987 -0.1670 -0.0694
C 4.5834 0.1129 1.1403
C 3.2040 0.1118 1.2138
H 2.7222 0.3312 2.1537
H 5.1792 0.3280 2.0130
Cl 6.9237 -0.1742 -0.1719
H 4.9337 -0.6659 -2.1331
H 2.4894 -0.6585 -1.9973
H 0.6252 -0.7326 1.0731
H -1.0938 2.5519 0.6155
C -2.2256 1.8644 -1.9368
H -1.1432 1.9500 -2.0210
H -2.6403 1.6432 -2.9169
H -2.6083 2.8360 -1.6208
H -4.2171 0.0408 -2.1341
H -4.8708 -1.6700 -0.4857
H -3.6642 -1.8414 1.6534
H -1.0455 -1.3213 2.5623
H -2.3441 -0.4276 3.3391
H -0.9336 0.4429 2.7213
*
```

The HOMO-LUMO gap comes out at 9.502 eV. As for the HOMO energy: -0.3306 Ha. The calculation puts the energy above the lowest of the compared OMol25 structures with the same formula, charge and spin at 0.000 eV.


[3]
Below is a single C17H17ClN2O6S2 molecule, with properties calculated with ωB97M-V/def2-TZVPD.

Structure (ORCA input):
```
! wB97M-V def2-TZVPD RIJCOSX def2/J DEFGRID3
* xyz 0 1
O -3.5292 0.6474 3.1843
C -3.2269 1.4928 2.3809
O -4.1459 2.2136 1.7362
H -5.0343 1.9279 2.0040
C -1.8157 1.8124 2.0361
C -0.8474 1.0627 2.7080
C 0.4866 1.2182 2.4167
C 0.9058 2.1531 1.4860
C -0.0334 2.9187 0.8264
C -1.3907 2.7338 1.0762
Cl -2.4806 3.6699 0.1531
H 0.2690 3.6520 0.0946
H 1.9623 2.2726 1.3012
S 1.6988 0.1153 3.1458
O 1.1869 -0.3925 4.3786
O 2.9754 0.7690 3.1296
N 1.8136 -1.1767 2.1009
C 2.5961 -1.0044 0.9036
C 1.7252 -0.7539 -0.3290
N 0.6861 -1.7682 -0.4573
S -0.8015 -1.0878 -0.8735
O -1.0574 0.1126 -0.1188
O -1.7771 -2.1331 -0.8273
C -0.4691 -0.6328 -2.5684
C -0.2307 -1.6393 -3.4841
C 0.0449 -1.3017 -4.7987
C 0.0778 0.0324 -5.1769
C -0.1660 1.0325 -4.2490
C -0.4413 0.6989 -2.9323
H -0.6454 1.4477 -2.1831
H -0.1449 2.0688 -4.5499
H 0.2907 0.2933 -6.2028
H 0.2309 -2.0754 -5.5278
H -0.2737 -2.6644 -3.1539
C 0.6075 -2.7150 0.6378
C 0.6199 -1.9981 1.9857
H 0.6070 -2.7108 2.8151
H -0.2777 -1.3711 2.0498
H -0.3301 -3.2559 0.5088
H 1.4410 -3.4175 0.5586
H 1.2421 0.2261 -0.2490
H 2.3430 -0.7694 -1.2345
H 3.2083 -1.8995 0.7482
H 3.2639 -0.1625 1.0873
H -1.1636 0.3583 3.4629
*
```

The HOMO-LUMO gap comes out at 9.454 eV. As for the HOMO energy: -0.3481 Ha.


[4]
Below is a molecular structure, C17H17ClO2, with properties calculated with ωB97M-V/def2-TZVPD.

Structure (ORCA input):
```
! wB97M-V def2-TZVPD RIJCOSX def2/J DEFGRID3
* xyz 0 1
C 2.7651 -3.2618 1.6163
C 1.7114 -3.0432 0.5722
O 0.9272 -1.8725 0.9880
C -0.0964 -1.6247 0.1450
C -0.6674 -0.2219 0.3032
C -2.1281 -0.1144 0.1154
C -2.8326 -0.9260 -0.8074
C -4.0805 -0.5500 -1.3156
Cl -4.7461 -1.3997 -2.6594
C -4.6987 0.6439 -0.9057
C -4.0896 1.3829 0.1304
C -2.8599 0.9786 0.6646
O -0.4683 -2.4858 -0.6636
H 3.5667 -3.9328 1.2890
H 3.2233 -2.3310 1.9417
H 2.3256 -3.7195 2.5061
H 2.1086 -2.8182 -0.4301
H 1.0357 -3.9047 0.5185
H -0.4063 0.1558 1.3236
H -2.2978 -1.7577 -1.2999
H -5.5555 1.0300 -1.4564
H -4.5486 2.3258 0.4660
H -2.3801 1.5902 1.4407
C 0.5515 0.8061 -0.7732
C 1.8964 0.4238 -1.0322
C 3.0669 1.0800 -0.7158
C 3.2243 2.1827 0.1316
C 2.2560 3.0318 0.5971
C 0.8951 3.0872 0.2356
C 0.1484 2.1281 -0.4042
H -0.1793 0.2896 -1.4427
H 2.0099 -0.4758 -1.6290
H 4.0035 0.6450 -1.0724
H 4.2512 2.4521 0.4046
H 2.6082 3.8461 1.2461
H 0.3457 3.9719 0.6026
H -0.8855 2.3884 -0.6307
*
```

The HOMO-LUMO gap comes out at 6.976 eV. As for the HOMO energy: -0.2704 Ha.


[5]
Below is a molecular structure, C17H17ClO3SZr, with properties calculated with ωB97M-V/def2-TZVPD.

Structure (ORCA input):
```
! wB97M-V def2-TZVPD RIJCOSX def2/J DEFGRID3
* xyz 0 1
C -0.5246 2.2677 -1.7651
C 0.7891 2.8497 -1.8291
C 1.3155 2.9428 -0.4979
H 1.2528 3.2674 -2.7183
C 0.2646 2.5172 0.4019
C -0.8511 2.0588 -0.3837
H -1.8306 1.7821 -0.0086
H -1.2165 2.1801 -2.5999
H 2.2798 3.3542 -0.2101
H 0.2908 2.6318 1.4781
Zr 1.0874 0.6532 -0.8980
Cl 1.2537 -0.3141 -3.0819
C 4.7761 -0.5585 -1.1024
C 4.9688 0.2000 0.0887
C 5.2325 1.5492 -0.2855
H 4.9616 -0.1913 1.1019
C 5.2050 1.6244 -1.7089
C 4.9255 0.3214 -2.2134
H 4.8796 0.0396 -3.2614
H 4.5962 -1.6285 -1.1575
H 5.4598 2.3689 0.3901
H 5.4047 2.5108 -2.3045
C -5.5304 -3.0946 0.4571
C -4.3051 -2.3528 0.8765
C -4.3267 -1.0615 1.4136
C -3.1363 -0.4894 1.8872
C -1.9389 -1.1715 1.6629
C -1.9279 -2.4845 1.2059
C -3.1027 -3.0444 0.7483
S -0.3435 -0.4868 1.9820
O -0.5025 0.8534 2.4705
O 0.3124 -1.4700 2.7855
O 0.2424 -0.4764 0.5311
H -6.1460 -3.3136 1.3312
H -6.1194 -2.5721 -0.3040
H -5.1921 -4.0621 0.0672
H -5.2826 -0.5222 1.4530
H -3.0990 0.4365 2.4722
H -1.0187 -3.0789 1.2230
H -3.1037 -4.0360 0.3023
*
```

The HOMO-LUMO gap (alpha / beta) comes out at 4.451 / 4.329 eV. As for the HOMO energy (alpha / beta): -0.2395 / -0.2370 Ha. The calculation puts the energy above the lowest of the compared OMol25 structures with the same formula, charge and spin at 0.000 eV.


[6]
Below is a single C17H17F3N6 molecule, with properties calculated with ωB97M-V/def2-TZVPD.

Structure (ORCA input):
```
! wB97M-V def2-TZVPD RIJCOSX def2/J DEFGRID3
* xyz 0 1
C 3.7722 2.9527 1.4539
C 3.4224 1.5621 1.0336
N 4.0506 0.5799 1.6446
C 3.7497 -0.6474 1.2732
N 4.2318 -1.7909 1.7251
C 3.5838 -2.7184 1.0226
N 2.7126 -2.2667 0.1438
N 2.7958 -0.9287 0.2761
C 2.1256 0.0612 -0.3683
C 2.4692 1.3502 0.0301
H 2.0194 2.2041 -0.4443
N 1.1996 -0.1986 -1.3197
C 0.3051 0.8502 -1.7765
H 0.0444 1.4866 -0.9260
C -0.9733 0.2046 -2.3340
N -1.3983 -0.8841 -1.4923
C -2.2695 -0.7059 -0.4453
C -2.7295 0.5560 -0.0555
C -3.6346 0.6826 0.9867
C -4.1133 -0.4206 1.6744
C -3.6656 -1.6737 1.2869
C -2.7697 -1.8192 0.2495
H -2.4679 -2.8115 -0.0448
H -4.0305 -2.5506 1.7990
H -4.8130 -0.3024 2.4852
C -4.0890 2.0679 1.3400
F -3.0623 2.9388 1.4196
F -4.9237 2.5806 0.4107
F -4.7377 2.1418 2.5076
H -2.3857 1.4566 -0.5381
C -0.4544 -1.9890 -1.4826
H -0.7782 -2.7831 -2.1674
C 0.9437 -1.4994 -1.8948
H 1.6875 -2.2102 -1.5361
H 1.0256 -1.4192 -2.9841
H -0.3913 -2.4014 -0.4733
H -0.7920 -0.1978 -3.3353
H -1.7639 0.9480 -2.4242
H 0.7846 1.4690 -2.5467
H 3.7498 -3.7689 1.1541
H 4.1366 3.5249 0.6028
H 4.5404 2.9121 2.2193
H 2.8931 3.4576 1.8505
*
```

The HOMO-LUMO gap comes out at 8.695 eV. As for the HOMO energy: -0.3032 Ha. The calculation puts the energy above the lowest of the compared OMol25 structures with the same formula, charge and spin at 0.000 eV.


[7]
Below is a molecular structure, C17H17F3NO6PS2V, with properties calculated with ωB97M-V/def2-TZVPD.

Structure (ORCA input):
```
! wB97M-V def2-TZVPD RIJCOSX def2/J DEFGRID3
* xyz 3 1
V -0.7647 0.0537 -0.5341
S -0.7774 -2.2228 2.9811
C -0.0003 -0.7443 3.4879
C 0.3703 -0.3802 4.7727
C 0.9431 0.8741 4.9321
C 1.1290 1.7329 3.8469
C 0.7588 1.3634 2.5625
C 0.1954 0.1034 2.3943
N -0.2497 -0.4602 1.1959
C -0.8042 -1.7148 1.3924
C -1.3763 -2.4127 0.2488
C -1.9578 -3.6783 0.3060
C -2.5202 -4.2227 -0.8432
C -2.5115 -3.5229 -2.0435
C -1.9246 -2.2562 -2.1344
C -1.3772 -1.7358 -0.9858
H 0.2178 -1.0355 5.6198
H 1.2420 1.1968 5.9203
H 1.5639 2.7091 4.0144
H 0.8884 2.0484 1.7334
H -1.9743 -4.2388 1.2337
H -2.9740 -5.2038 -0.7997
H -2.9653 -3.9591 -2.9243
H -1.9326 -1.7138 -3.0721
F -1.1673 3.4387 0.1473
C -2.3037 3.4912 -0.5517
F -3.3106 3.8291 0.1994
F -2.1751 4.2583 -1.5997
S -2.6211 1.7460 -1.1726
O -2.4482 0.8267 0.0291
O -3.7948 1.6741 -1.9287
O -1.3005 1.3248 -1.8587
C 3.9252 0.7147 0.1564
O 2.5710 0.1558 -0.1356
P 1.4597 0.6902 -1.0477
O 0.8454 -0.5400 -1.8618
C 1.5413 -1.7758 -2.3639
O 2.0233 1.8107 -1.9103
C 1.5308 2.7066 -2.9921
H 4.5524 -0.1573 0.3015
H 3.8359 1.2990 1.0653
H 4.2519 1.3108 -0.6886
H 0.8724 -2.2099 -3.0964
H 1.7077 -2.4256 -1.5113
H 2.4691 -1.4472 -2.8221
H 2.3746 2.8123 -3.6643
H 1.2788 3.6489 -2.5188
H 0.6828 2.2382 -3.4800
*
```

The HOMO-LUMO gap (alpha / beta) comes out at 5.616 / 5.524 eV. As for the HOMO energy (alpha / beta): -0.6708 / -0.6708 Ha. The calculation puts the energy above the lowest of the compared OMol25 structures with the same formula, charge and spin at 0.000 eV.


[8]
Below is a molecular structure, C17H17F6N5O5PdS2SeSi, with properties calculated with ωB97M-V/def2-TZVPD.

Structure (ORCA input):
```
! wB97M-V def2-TZVPD RIJCOSX def2/J DEFGRID3
* xyz 2 5
Pd -0.5499 0.0594 0.6989
Se 5.8760 -0.4129 4.9613
N 5.6014 -0.2708 3.1197
C 4.3035 -0.2126 2.9967
C 3.6457 -0.1110 1.7129
C 4.3561 -0.1309 0.5009
C 3.6727 -0.0599 -0.6904
C 2.2818 0.0646 -0.6638
N 1.5937 0.0998 0.4717
C 2.2471 -0.0222 1.6571
C 1.4624 -0.1023 2.8602
N 0.1175 -0.1015 2.7281
C -0.6574 -0.1624 3.7972
C -0.1264 -0.2484 5.0927
C 1.2328 -0.2771 5.2566
C 2.0726 -0.2068 4.1211
C 3.4937 -0.2571 4.2161
N 4.1397 -0.3592 5.3828
H 5.4349 -0.2187 0.5273
H 4.1861 -0.0971 -1.6406
H 1.7085 0.1336 -1.5817
H -1.7269 -0.1425 3.6311
H -0.8011 -0.2982 5.9348
H 1.6848 -0.3551 6.2368
F -5.2710 -0.1037 1.0366
C -4.0942 0.0971 1.5722
F -3.4014 -1.0646 1.6106
F -4.1973 0.5434 2.8071
S -3.0842 1.2560 0.5105
O -2.4824 0.3453 -0.4823
O -1.9864 1.6602 1.4276
N -3.9083 2.3428 -0.1300
S -4.7406 3.4804 0.7261
O -5.0328 3.0052 2.0344
O -5.7058 4.0207 -0.1515
C -3.4452 4.8058 0.9485
F -4.0355 5.9755 1.0287
F -2.5850 4.8167 -0.0856
F -2.7393 4.5782 2.0567
C 2.6052 3.3688 -0.7817
Si 0.8809 3.1697 -0.1977
C -0.4115 2.9303 -1.4686
C 0.5371 3.5740 1.5504
H 2.7176 4.4522 -0.9413
H 2.8030 2.8881 -1.7383
H 3.3531 3.0809 -0.0434
H -0.2232 3.7098 -2.2203
H -1.4321 3.0214 -1.1070
H -0.2986 1.9834 -2.0059
H 0.6059 4.6723 1.5963
H 1.3212 3.1949 2.2093
H -0.4519 3.2848 1.8977
O -0.5730 -2.0616 -0.0300
H 0.0232 -2.5587 -0.6021
H -1.4622 -2.4165 -0.1660
*
```

The HOMO-LUMO gap (alpha / beta) comes out at 4.764 / 5.843 eV. As for the HOMO energy (alpha / beta): -0.4439 / -0.5584 Ha. The calculation puts the energy above the lowest of the compared OMol25 structures with the same formula, charge and spin at 2.239 eV.